{"formula": "C4H3NO2S", "method": "wB97M-V/def2-TZVPD", "elements": ["O", "C", "O", "C", "C", "S", "C", "N", "H", "H", "H"], "xyz": [[1.998, -1.421, 0.400], [1.516, -0.299, -0.007], [2.141, 0.889, -0.261], [0.050, -0.192, -0.035], [-0.874, -1.178, -0.077], [-2.452, -0.545, -0.047], [-1.801, 1.015, 0.239], [-0.491, 1.134, 0.277], [3.089, 0.846, -0.291], [-0.794, -2.238, -0.487], [-2.382, 1.990, 0.289]], "forces_ev_per_a": [[-0.811, 4.967, -2.230], [1.710, -3.878, 2.209], [-1.606, -1.383, -0.043], [-0.666, 2.928, 1.442], [0.057, -1.868, -2.001], [-0.128, 0.425, 0.327], [0.780, 2.452, 0.041], [-0.879, -2.858, -1.288], [0.899, -0.615, 0.233], [0.324, 1.570, 1.102], [0.320, -1.740, 0.209]], "lowdin_charge": [0.0350, -0.3907, 0.1165, -0.2915, -0.3666, 1.0063, -0.4918, 0.0519, 0.1137, 0.1157, 0.1014], "smiles": "O=C(O)c1cscn1", "max_force_ev_per_a": 5.51, "relative_energy_ev": 0.893, "orbital_gap_ev": 10.006}



{"formula": "C4H3NO3", "method": "wB97M-V/def2-TZVPD", "elements": ["O", "C", "O", "N", "C", "C", "C", "O", "H", "H", "H"], "xyz": [[0.825, 2.165, -0.073], [1.048, 0.987, 0.049], [2.282, 0.338, 0.015], [1.966, -1.099, -0.052], [0.698, -1.202, 0.035], [0.077, -0.060, 0.303], [-1.202, 0.351, 0.033], [-2.471, 0.021, -0.078], [0.299, -2.184, -0.484], [-0.894, 1.571, 0.072], [-2.627, -0.888, 0.180]], "forces_ev_per_a": [[1.015, -0.293, 0.015], [1.512, 0.432, 0.951], [-1.598, -0.047, 0.239], [1.281, 0.668, -0.751], [1.867, -6.696, -2.015], [-4.867, 2.154, -1.151], [1.963, 5.483, 1.316], [0.868, -0.239, 0.131], [0.557, 1.756, 1.996], [-2.490, -2.547, -0.672], [-0.109, -0.670, -0.059]], "lowdin_charge": [0.1000, -0.4405, 0.0317, 0.1182, -0.1765, -0.2000, -0.0610, 0.1234, 0.1805, 0.1984, 0.1258], "smiles": "O=C1ON=C/C1=C\\O", "max_force_ev_per_a": 7.24, "relative_energy_ev": 4.547, "orbital_gap_ev": 9.262}



{"formula": "C4H3NOS", "method": "wB97M-V/def2-TZVPD", "elements": ["C", "C", "C", "N", "O", "C", "S", "H", "H", "H"], "xyz": [[1.132, -0.730, -2.899], [0.487, -0.457, -1.923], [-0.351, -0.120, -0.817], [0.204, 0.091, 0.359], [-0.812, 0.319, 1.231], [-0.353, 0.550, 2.471], [-1.264, 0.965, 3.752], [1.664, -1.102, -3.734], [-1.436, -0.090, -0.943], [0.729, 0.575, 2.504]], "forces_ev_per_a": [[-0.395, -0.181, 0.478], [-0.001, 0.219, -0.130], [1.416, 0.127, 1.796], [-0.640, -0.731, -3.454], [-1.069, 0.239, 1.548], [-0.227, 0.993, 0.829], [0.253, -0.488, -0.882], [0.219, 0.096, -0.229], [0.272, 0.031, 0.076], [0.173, -0.304, -0.031]], "lowdin_charge": [0.1395, -0.1064, -0.1134, 0.0637, -0.1672, -0.7209, 0.6761, 0.0317, 0.1333, 0.0635], "smiles": "C#C/C=N/OC=S", "max_force_ev_per_a": 3.59, "relative_energy_ev": 3.413, "orbital_gap_ev": 8.718}



{"formula": "C4H3NS", "method": "wB97M-V/def2-TZVPD", "elements": ["C", "C", "C", "C", "N", "S", "H", "H", "H"], "xyz": [[2.030, -1.065, -0.107], [2.636, -2.226, -0.165], [0.168, 0.633, 0.135], [-1.301, 0.237, 0.119], [1.111, -0.255, 0.018], [0.463, 2.257, 0.236], [-1.264, -0.343, -0.820], [-1.982, 1.097, -0.280], [-1.860, -0.335, 0.863]], "forces_ev_per_a": [[-2.037, 0.998, 0.334], [0.568, -0.125, -0.101], [-1.842, 2.431, 1.285], [-1.125, 0.324, -3.201], [1.748, -1.706, -0.232], [0.804, -0.261, -0.100], [-0.596, -0.646, 0.326], [1.597, -1.083, 1.398], [0.884, 0.069, 0.292]], "lowdin_charge": [-0.2073, 0.1502, -0.8798, -0.1202, 0.0926, 0.7054, 0.0768, 0.1024, 0.0799], "max_force_ev_per_a": 3.41, "relative_energy_ev": 5.157, "orbital_gap_ev": [6.381, 6.285]}



{"formula": "C4H3NS3", "method": "wB97M-V/def2-TZVPD", "elements": ["N", "C", "C", "S", "C", "S", "C", "S", "H", "H", "H"], "xyz": [[-1.156, -2.614, 0.043], [-0.604, -1.653, -0.362], [0.182, -0.397, -0.832], [1.982, -0.574, -0.648], [-0.295, 0.839, -0.134], [-0.378, 2.242, -0.905], [-0.446, 0.622, 1.352], [-1.694, 1.081, 2.428], [-0.120, -0.266, -1.963], [2.245, 0.812, -0.871], [0.285, -0.092, 1.892]], "forces_ev_per_a": [[1.647, 3.050, -1.364], [-0.061, -1.386, 0.906], [-2.121, -1.396, -2.433], [0.358, 1.391, -0.107], [0.169, 0.043, 1.754], [-0.310, 0.148, 0.170], [-1.624, -0.348, 2.950], [2.407, -0.496, -2.721], [0.768, -0.346, 2.110], [-0.430, -1.838, 0.206], [-0.804, 1.178, -1.470]], "lowdin_charge": [0.1579, -0.2157, -0.7336, 0.7533, -0.9421, 0.8104, -0.6336, 0.6537, 0.1322, -0.0602, 0.0778], "smiles": "N#C[C@H](S)C(=S)C=S", "max_force_ev_per_a": 3.73, "relative_energy_ev": 2.091, "orbital_gap_ev": 7.124}



{"formula": "C4H3NiO4", "method": "wB97M-V/def2-TZVPD", "elements": ["C", "C", "H", "O", "C", "O", "Ni", "O", "C", "O", "H", "H"], "xyz": [[0.297, 1.235, -0.877], [-0.647, 0.515, -0.253], [-0.022, 2.128, -1.412], [-0.350, -0.649, 0.380], [-1.404, -1.559, 0.468], [-1.586, -1.802, 1.686], [-2.706, -2.726, 2.483], [2.275, 0.296, 0.148], [1.755, 0.996, -0.864], [2.490, 1.412, -1.736], [1.632, -0.342, 0.505], [-1.735, 0.496, -0.529]], "forces_ev_per_a": [[-0.517, 0.724, 0.380], [-1.489, -0.811, -2.188], [0.055, -0.229, 0.035], [-0.692, -0.936, -0.501], [2.072, 1.394, 3.853], [2.517, 2.065, -4.984], [-3.594, -3.073, 2.768], [-0.350, -0.747, 0.394], [2.001, 0.182, -1.358], [-1.501, -0.087, 1.030], [0.382, 0.434, 0.123], [1.116, 1.085, 0.449]], "lowdin_charge": [0.1139, -0.0744, 0.1508, -0.0025, 0.0304, -0.0584, 0.7599, 0.1442, -0.4928, 0.1629, 0.1072, 0.1587], "multiplicity": 3, "max_force_ev_per_a": 5.95, "relative_energy_ev": 0.000, "total_charge": 1, "orbital_gap_ev": [8.585, 5.765]}



{"formula": "C4H3O2S", "method": "wB97M-V/def2-TZVPD", "elements": ["C", "C", "C", "C", "O", "O", "S", "H", "H", "H"], "xyz": [[-0.076, -0.329, 0.371], [0.605, 0.726, -0.205], [1.588, 1.573, 0.340], [3.310, 0.018, -0.280], [1.830, 2.689, 0.750], [3.841, 0.588, -1.165], [3.265, -1.249, 0.703], [-0.381, -1.211, -0.218], [-0.084, -0.669, 1.433], [0.642, 0.856, -1.324]], "forces_ev_per_a": [[0.189, -0.916, 0.068], [-1.007, -0.499, -0.162], [1.667, 0.260, 0.041], [-0.516, 1.407, 0.066], [-0.678, -1.217, -0.315], [0.223, 0.062, -0.334], [-0.120, -0.686, 0.489], [0.000, 0.821, -0.264], [0.355, 1.169, -0.705], [-0.114, -0.402, 1.116]], "lowdin_charge": [-0.1378, -0.2752, -0.3018, -0.9482, -0.0045, -0.0338, 0.5461, 0.0110, 0.0238, 0.1204], "max_force_ev_per_a": 1.69, "relative_energy_ev": 1.892, "total_charge": -1, "orbital_gap_ev": 5.575}



{"formula": "C4H3O2V", "method": "wB97M-V/def2-TZVPD", "elements": ["C", "C", "C", "C", "H", "H", "O", "H", "O", "V"], "xyz": [[0.685, -2.104, -1.369], [0.281, -1.058, -0.866], [-0.216, 0.047, -0.255], [-0.035, 0.626, 0.964], [-0.556, 1.661, -0.443], [-0.288, 0.130, 1.905], [1.012, -3.251, -1.822], [1.965, -3.345, -1.984], [-0.314, 1.946, 0.765], [-1.382, 3.063, 1.645]], "forces_ev_per_a": [[0.407, -1.374, -0.443], [-0.967, 0.355, 0.324], [1.891, -0.113, 0.569], [-1.445, -2.983, -1.760], [0.760, -0.885, 0.580], [0.909, 0.441, 0.175], [-0.737, 1.563, 0.189], [0.407, -0.197, 0.104], [-0.110, 1.593, -0.908], [-1.114, 1.600, 1.168]], "lowdin_charge": [0.0102, 0.0744, 0.0193, -0.1403, 0.2830, 0.1558, 0.2490, 0.1871, -0.2933, 1.4548], "multiplicity": 5, "max_force_ev_per_a": 3.75, "total_charge": 2, "orbital_gap_ev": [6.102, 6.473]}



{"formula": "C4H3O3", "method": "wB97M-V/def2-TZVPD", "elements": ["C", "C", "O", "C", "C", "O", "O", "H", "H", "H"], "xyz": [[-1.322, -0.680, -0.575], [0.477, -0.493, -0.581], [1.190, -1.339, -1.125], [0.854, 0.789, -0.173], [1.360, 1.145, 1.101], [2.118, 1.266, 2.002], [0.063, 1.405, 1.038], [-1.713, -0.372, -1.506], [-1.577, 0.044, 0.311], [-1.450, -1.765, -0.492]], "forces_ev_per_a": [[3.640, 0.959, 2.515], [-2.476, -1.001, -1.558], [-0.623, 0.305, 0.538], [0.740, 0.245, 0.451], [-1.295, -0.227, -0.777], [1.711, 0.044, 0.918], [-1.014, 0.538, 0.018], [-0.284, 0.664, -0.979], [-0.149, -1.892, -1.695], [-0.249, 0.366, 0.570]], "lowdin_charge": [-0.0159, -0.4285, -0.0601, -0.0555, -0.6015, 0.0758, -0.0114, 0.0005, 0.0672, 0.0295], "smiles": "CC(=O)C1=C([O-])O1", "max_force_ev_per_a": 4.53, "relative_energy_ev": 1.693, "total_charge": -1, "orbital_gap_ev": 7.892}



{"formula": "C4H3O3S2", "method": "wB97M-V/def2-TZVPD", "elements": ["C", "C", "C", "C", "O", "O", "O", "S", "S", "H", "H", "H"], "xyz": [[0.195, 0.098, -0.006], [0.252, 1.517, 0.056], [-1.099, -0.388, 0.197], [-2.109, 0.555, 0.235], [3.754, 0.583, 1.481], [3.119, 2.948, 1.428], [-1.405, -1.722, 0.266], [-1.387, 2.162, 0.018], [2.703, 1.565, 1.705], [1.046, -0.421, -0.018], [1.018, 2.309, 0.073], [-2.338, -1.695, 0.333]], "forces_ev_per_a": [[-1.551, 4.341, 1.032], [-0.901, -0.086, -0.812], [-0.818, 1.827, -0.526], [-0.477, 0.737, -0.401], [-1.054, 0.471, 0.061], [-0.842, -1.737, 0.340], [1.729, -0.759, 0.015], [0.517, -2.463, 0.996], [1.938, 1.200, -0.093], [3.215, -2.360, -0.152], [-0.036, -1.047, -0.567], [-1.720, -0.124, 0.107]], "lowdin_charge": [-0.1820, -0.5433, -0.5798, -0.4222, -0.4511, -0.4632, -0.0356, 0.7409, 0.8756, 0.0362, -0.0119, 0.0363], "max_force_ev_per_a": 4.72, "relative_energy_ev": 0.000, "total_charge": -1, "orbital_gap_ev": [5.175, 5.177]}